Record 1
{"formula": "C5H11NO", "method": "ωB97M-V with the def2-TZVPD basis set", "elements": ["C", "C", "C", "C", "C", "N", "O", "H", "H", "H", "H", "H", "H", "H", "H", "H", "H", "H"], "xyz": [[-0.2139, 1.4951, 1.1551], [-0.0725, 0.2065, 0.4288], [1.0798, 0.2099, -0.4544], [-2.0873, -1.1555, -0.3467], [2.1947, -0.7796, -0.3227], [-1.5304, 0.1638, -0.0543], [0.3206, 2.6376, 0.7374], [0.7873, 2.4192, -0.1031], [-1.6324, 0.7767, -0.8560], [-0.6210, 1.5543, 2.1595], [0.0287, -0.5629, 1.2049], [0.9610, 0.6861, -1.4271], [-2.0859, -1.7628, 0.5612], [-3.1157, -1.0416, -0.6953], [-1.5256, -1.6847, -1.1270], [3.1666, -0.3436, -0.5736], [2.0725, -1.6527, -0.9840], [2.2732, -1.1659, 0.6974]], "forces_ev_per_angstrom": [[0.653, -0.230, 1.432], [-2.350, 1.070, 1.011], [0.303, -0.694, -0.962], [0.263, 0.091, -0.384], [0.088, 0.012, 0.070], [0.731, -1.185, -0.310], [0.712, 0.607, -1.179], [-0.174, 0.405, 0.613], [0.091, 0.015, 0.042], [0.015, -0.074, -0.185], [-0.109, -0.131, -0.258], [0.082, 0.084, 0.040], [-0.030, 0.049, -0.054], [0.029, -0.060, 0.107], [-0.074, -0.185, 0.045], [-0.082, 0.023, -0.032], [-0.070, 0.138, 0.048], [-0.076, 0.062, -0.043]], "nbo_charge": [0.185, -0.228, -0.194, -0.418, -0.659, -0.622, -0.651, 0.479, 0.351, 0.169, 0.218, 0.172, 0.190, 0.201, 0.166, 0.218, 0.214, 0.211], "de_lowest_kcal_mol": 116.93, "homo_ev": [-7.84, -6.13]}

---

Record 2
{"formula": "C46H75BN3NiP3", "method": "ωB97M-V with the def2-TZVPD basis set", "elements": ["Ni", "C", "C", "C", "C", "P", "C", "N", "B", "N", "C", "P", "C", "C", "C", "C", "C", "C", "C", "C", "C", "C", "C", "C", "C", "C", "C", "C", "C", "C", "H", "H", "H", "H", "H", "H", "H", "H", "H", "H", "H", "H", "H", "H", "H", "H", "H", "H", "H", "H", "H", "H", "H", "H", "H", "H", "H", "H", "H", "H", "H", "H", "H", "H", "H", "H", "H", "H", "H", "H", "H", "H", "H", "H", "C", "C", "C", "P", "C", "C", "C", "C", "C", "C", "C", "C", "C", "C", "N", "C", "C", "C", "C", "C", "C", "C", "C", "C", "H", "H", "H", "H", "H", "H", "H", "H", "H", "H", "H", "H", "H", "H", "H", "H", "H", "H", "H", "H", "H", "H", "H", "H", "H", "H", "H", "H", "H", "H", "H"], "xyz": [[0.0815, 0.6877, -0.2378], [-3.5693, 1.9883, 1.4689], [-3.0590, 3.0724, 0.5146], [-3.3268, 4.4381, 1.1447], [-3.8526, 2.9483, -0.7867], [-1.2234, 2.6744, 0.1622], [-0.5567, 2.6562, 1.9059], [-0.8067, 1.3257, 2.3916], [-0.7844, 0.1008, 1.6179], [-1.2703, -0.9011, 2.5272], [-1.4648, -2.3220, 2.3652], [-1.3936, -2.7821, 0.5474], [-0.0444, -4.1417, 0.4987], [1.1896, -3.5772, 1.2051], [-0.4058, -5.5006, 1.0900], [0.3183, -4.3137, -0.9783], [-3.1188, -3.6078, 0.3960], [-4.0950, -2.4362, 0.5836], [-3.4853, -4.7184, 1.3813], [-3.2755, -4.1340, -1.0303], [-1.5405, -0.3145, 3.7449], [-2.0479, -0.8499, 4.9167], [-2.2432, -0.0025, 5.9982], [-1.9398, 1.3482, 5.9174], [-1.4360, 1.8995, 4.7504], [-1.2405, 1.0643, 3.6627], [-0.3448, 4.1563, -0.6386], [-0.8024, 4.1800, -2.0966], [1.1286, 3.7389, -0.6121], [-0.5045, 5.5347, -0.0080], [-4.6577, 2.0168, 1.5016], [-3.2069, 2.1410, 2.4810], [-3.2628, 0.9977, 1.1375], [-4.3175, 4.4302, 1.5974], [-3.3094, 5.2308, 0.4046], [-2.6115, 4.6804, 1.9270], [-4.9173, 3.0112, -0.5662], [-3.6588, 1.9910, -1.2639], [-3.6130, 3.7415, -1.4878], [-1.0564, 3.4011, 2.5355], [0.5203, 2.8722, 1.9016], [-2.4487, -2.5905, 2.7677], [-0.7085, -2.8745, 2.9379], [1.1099, -3.6349, 2.2879], [1.3370, -2.5398, 0.9132], [2.0718, -4.1429, 0.9087], [-0.8295, -5.4104, 2.0892], [0.4936, -6.1133, 1.1599], [-1.1119, -6.0247, 0.4522], [0.7524, -3.3945, -1.3606], [-0.5481, -4.5677, -1.5829], [1.0561, -5.1059, -1.0943], [-4.2043, -2.1684, 1.6325], [-5.0806, -2.7073, 0.2046], [-3.7528, -1.5531, 0.0448], [-3.0984, -4.5366, 2.3814], [-3.1166, -5.6818, 1.0477], [-4.5712, -4.7878, 1.4505], [-3.0075, -3.3697, -1.7538], [-4.3111, -4.4254, -1.2047], [-2.6529, -5.0072, -1.2012], [-2.2877, -1.9007, 5.0025], [-2.6373, -0.4034, 6.9209], [-2.0917, 1.9816, 6.7784], [-1.2042, 2.9552, 4.7034], [-0.7454, 3.1693, -2.4984], [-0.1649, 4.8376, -2.6906], [-1.8279, 4.5303, -2.1891], [1.2009, 2.6607, -0.8106], [1.5998, 3.9371, 0.3488], [1.6939, 4.2702, -1.3767], [-1.4627, 5.9797, -0.2621], [0.2765, 6.1914, -0.3919], [-0.4117, 5.4987, 1.0755], [2.0936, 1.3981, -4.1577], [0.7620, 0.6580, -4.1705], [-0.2990, 1.5475, -4.8117], [0.3182, 0.0419, -2.4349], [-1.0975, -1.1432, -2.7614], [-2.3767, -0.3940, -2.3812], [-1.2285, -1.8393, -4.1108], [1.7764, -1.0226, -2.1556], [2.2313, -1.9628, -3.0685], [3.4280, -2.6409, -2.8910], [3.9514, -3.5933, -3.9236], [4.1661, -2.3684, -1.7404], [3.7378, -1.4518, -0.8134], [2.5244, -0.7470, -0.9804], [2.0707, 0.1104, -0.0364], [2.9931, 0.7611, 0.7832], [3.0139, 0.5726, 2.1810], [2.1501, -0.4672, 2.8188], [3.8985, 1.2942, 2.9676], [4.7995, 2.1943, 2.4215], [5.7769, 2.9463, 3.2758], [4.8064, 2.3455, 1.0414], [3.9360, 1.6512, 0.2230], [4.0172, 1.8577, -1.2580], [2.3713, 1.6953, -5.1671], [2.8817, 0.7638, -3.7604], [2.0191, 2.2996, -3.5525], [0.8714, -0.2499, -4.7727], [-0.2607, 2.5506, -4.3971], [-1.3043, 1.1623, -4.6715], [-0.1100, 1.6277, -5.8808], [-0.9398, -1.9126, -1.9961], [-2.5553, 0.4446, -3.0531], [-2.2553, -0.0082, -1.3617], [-3.2476, -1.0489, -2.4117], [-1.3360, -1.1410, -4.9359], [-2.1184, -2.4700, -4.0981], [-0.3800, -2.4913, -4.3067], [1.6519, -2.1585, -3.9588], [3.1764, -3.8651, -4.6363], [4.3350, -4.5013, -3.4605], [4.7734, -3.1293, -4.4720], [5.0921, -2.9001, -1.5746], [4.3178, -1.2760, 0.0826], [2.6887, -1.4150, 2.8709], [1.2560, -0.6154, 2.2171], [1.8662, -0.1793, 3.8279], [3.8938, 1.1286, 4.0368], [5.5199, 2.8681, 4.3295], [5.8000, 3.9997, 2.9995], [6.7835, 2.5469, 3.1397], [5.5244, 3.0190, 0.5893], [4.4440, 2.8320, -1.4877], [3.0339, 1.7809, -1.7095], [4.6493, 1.0928, -1.7113]], "forces_ev_per_angstrom": [[0.594, -0.520, 0.687], [0.135, -0.070, -0.031], [0.100, -0.298, -0.259], [0.216, -0.078, -0.075], [0.161, 0.007, 0.010], [0.094, 0.924, 0.544], [0.150, 0.224, -0.251], [0.079, -0.144, 0.086], [-0.075, 0.646, -0.696], [0.010, -0.059, -0.321], [0.058, -0.260, -0.361], [-0.139, -0.799, 0.341], [-0.301, 0.104, 0.009], [-0.244, 0.068, -0.049], [-0.020, 0.227, 0.028], [-0.096, 0.141, 0.110], [0.337, 0.206, -0.040], [0.178, 0.022, -0.003], [0.059, 0.098, -0.065], [0.067, 0.044, 0.180], [-0.027, 0.495, 0.467], [0.071, -0.150, -0.135], [-0.057, 0.071, 0.188], [-0.082, -0.061, 0.217], [0.068, 0.057, -0.204], [-0.195, -0.248, 0.687], [-0.143, -0.274, 0.001], [-0.034, -0.094, 0.148], [-0.109, -0.231, 0.129], [-0.098, -0.163, 0.026], [-0.136, 0.079, -0.049], [0.020, -0.052, 0.114], [-0.052, -0.156, 0.043], [-0.126, -0.023, 0.025], [0.028, 0.130, -0.075], [0.012, 0.064, 0.109], [-0.128, 0.013, 0.025], [-0.033, -0.140, -0.120], [0.021, 0.079, -0.130], [0.075, -0.103, -0.066], [-0.166, 0.104, -0.010], [0.175, -0.032, -0.036], [-0.157, 0.014, -0.049], [-0.010, 0.047, 0.130], [0.182, 0.208, 0.015], [0.113, -0.073, -0.068], [-0.020, -0.054, 0.079], [0.111, -0.075, -0.003], [-0.111, -0.113, -0.010], [0.077, 0.099, -0.142], [-0.111, -0.061, -0.147], [0.127, -0.133, 0.011], [-0.014, 0.077, 0.110], [-0.105, -0.066, -0.005], [-0.041, 0.120, -0.069], [-0.037, 0.008, 0.126], [0.047, -0.126, 0.024], [-0.129, -0.041, 0.025], [0.031, 0.126, -0.219], [-0.131, -0.037, -0.036], [0.102, -0.128, -0.068], [0.019, -0.056, -0.040], [-0.014, -0.034, 0.057], [-0.032, 0.050, 0.082], [0.047, 0.026, -0.028], [-0.018, 0.005, -0.183], [0.056, 0.022, -0.018], [-0.065, 0.038, -0.056], [0.331, 0.208, -0.078], [0.042, -0.033, 0.064], [0.031, 0.067, -0.106], [-0.050, 0.063, 0.051], [0.075, 0.078, -0.027], [0.049, 0.058, 0.116], [-0.023, -0.269, 0.039], [-0.150, 0.313, 0.366], [-0.046, -0.191, 0.109], [0.354, -1.257, -1.384], [-0.115, 0.199, 0.251], [0.201, -0.084, 0.197], [0.203, 0.019, 0.173], [-0.167, 0.479, 0.540], [0.400, -0.103, -0.007], [-0.260, -0.022, -0.175], [0.071, 0.055, 0.026], [-0.126, 0.057, -0.040], [-0.053, 0.013, 0.079], [0.207, -0.621, -0.378], [-1.579, 0.719, -0.353], [0.605, 0.324, 0.686], [-0.096, -0.048, -0.460], [-0.131, 0.007, -0.143], [0.128, 0.209, -0.091], [-0.019, -0.087, 0.012], [0.037, -0.016, -0.057], [0.073, 0.002, 0.225], [-0.227, -0.024, 0.002], [0.008, -0.039, 0.087], [-0.007, 0.040, -0.153], [0.134, 0.057, 0.037], [0.039, 0.121, 0.065], [-0.035, -0.007, 0.157], [-0.017, 0.109, 0.035], [-0.169, -0.022, -0.073], [-0.005, 0.023, -0.122], [0.016, 0.138, -0.055], [-0.101, 0.117, -0.024], [-0.244, -0.001, -0.095], [-0.079, -0.056, -0.012], [-0.002, 0.105, -0.138], [-0.077, -0.031, 0.002], [0.048, -0.018, -0.098], [-0.023, -0.041, -0.160], [-0.029, -0.064, -0.081], [0.017, -0.106, -0.035], [0.038, -0.090, -0.109], [0.162, -0.055, 0.037], [0.051, 0.040, 0.045], [-0.024, -0.108, 0.018], [0.120, -0.184, 0.163], [-0.075, 0.005, 0.127], [-0.014, 0.000, 0.140], [0.009, 0.021, 0.078], [0.037, 0.076, 0.043], [0.055, 0.035, 0.055], [0.035, 0.104, -0.054], [0.028, 0.078, -0.041], [-0.019, 0.003, -0.055], [-0.009, -0.054, -0.138]], "lowdin_charge": [0.306, -0.081, -0.650, -0.079, -0.090, 1.139, -0.261, -0.059, -0.490, -0.016, -0.287, 1.178, -0.686, -0.102, -0.090, -0.104, -0.689, -0.109, -0.094, -0.100, -0.176, -0.016, -0.106, -0.107, -0.023, -0.204, -0.672, -0.100, -0.115, -0.078, 0.093, 0.079, 0.068, 0.090, 0.068, 0.068, 0.088, 0.063, 0.061, 0.082, 0.097, 0.071, 0.095, 0.073, 0.056, 0.091, 0.075, 0.085, 0.065, 0.051, 0.062, 0.090, 0.076, 0.085, 0.054, 0.068, 0.062, 0.085, 0.056, 0.087, 0.065, 0.104, 0.096, 0.096, 0.104, 0.044, 0.093, 0.066, 0.024, 0.085, 0.094, 0.065, 0.088, 0.078, -0.111, -0.507, -0.110, 1.095, -0.534, -0.151, -0.096, -0.309, -0.080, -0.293, -0.060, -0.042, -0.017, -0.345, -0.028, -0.233, -0.195, -0.037, -0.017, -0.282, -0.059, -0.022, -0.209, -0.043, 0.084, 0.065, 0.066, 0.094, 0.053, 0.052, 0.084, 0.036, 0.062, 0.020, 0.072, 0.067, 0.076, 0.062, 0.092, 0.071, 0.074, 0.078, 0.112, 0.120, 0.090, 0.021, 0.088, 0.114, 0.071, 0.075, 0.080, 0.116, 0.084, 0.030, 0.090], "multiplicity": 3, "homo_ev": [-6.46, -6.57]}

---

Record 3
{"formula": "C5H8O", "method": "ωB97M-V with the def2-TZVPD basis set", "elements": ["O", "C", "C", "C", "C", "C", "H", "H", "H", "H", "H", "H", "H", "H"], "xyz": [[-1.3070, -1.9165, 0.2266], [-0.4297, -1.5058, 1.1816], [0.5949, -0.7240, 0.8819], [0.7477, 0.0627, -0.3714], [0.2741, 1.4492, 0.0236], [-0.2478, 0.8371, -1.2243], [-0.8748, -1.6483, -0.6012], [-0.6524, -1.8528, 2.1846], [1.2931, -0.3826, 1.6423], [1.7114, -0.0452, -0.8711], [-0.4380, 1.4461, 0.8509], [1.0243, 2.2195, 0.0750], [-1.3046, 0.6026, -1.3174], [0.2016, 1.2395, -2.1289]], "forces_ev_per_angstrom": [[-0.070, -0.064, -0.220], [0.270, -0.110, 0.155], [-0.163, -0.333, 0.112], [0.335, 0.291, 0.338], [0.199, 0.451, -0.019], [-0.124, -0.027, -0.147], [-0.464, -0.140, -0.022], [-0.002, -0.134, -0.195], [-0.181, -0.362, 0.096], [-0.081, 0.338, 0.317], [0.460, -0.012, -0.146], [-0.174, 0.492, -0.433], [0.149, -0.025, 0.191], [-0.154, -0.365, -0.027]], "nbo_charge": [-0.682, 0.129, -0.309, -0.305, -0.393, -0.414, 0.479, 0.186, 0.213, 0.221, 0.220, 0.213, 0.221, 0.221], "smiles": "O/C=C\\C1CC1", "de_lowest_kcal_mol": 53.07, "homo_ev": -8.39}